# 1
Computed, not measured: C41H60BCsN7O2PSe2Si3 as an isolated structure at a distorted geometry, with ωB97M-V with the def2-TZVPD basis set.

## Properties
HOMO level (spin up / spin down) (eV): -1.296 / -1.296
LUMO energy (spin up / spin down) (eV): 2.62 / 2.62
E_tot (a.u.): -8189.98188
ΔE to the lowest compared entry with this formula, charge and spin (kJ/mol): 16.4
Kohn-Sham gap (spin up / spin down) (eV): 3.9 / 3.9

The geometry in ORCA input format:
```
! RIJCOSX wB97M-V def2-TZVPD def2/J DEFGRID3
* xyz -2 1
Cs -0.263 0.583 0.455
C 1.721 -1.718 3.205
C 2.560 -0.501 2.998
C 3.802 -0.199 3.588
C 4.146 1.042 3.084
C 5.359 1.859 3.390
N 3.158 1.425 2.244
N 2.200 0.487 2.194
B 3.090 2.734 1.422
N 1.781 3.490 1.746
N 0.586 2.886 1.707
C -0.322 3.762 2.097
C -1.777 3.426 2.178
C 0.298 4.988 2.394
C 1.643 4.771 2.157
C 2.768 5.741 2.309
N 3.178 2.385 -0.082
N 2.418 1.429 -0.639
C 2.768 1.322 -1.909
C 2.111 0.352 -2.837
C 3.795 2.241 -2.193
C 4.026 2.901 -1.001
C 5.014 3.986 -0.726
H 2.158 -2.346 3.980
H 1.647 -2.302 2.286
H 0.712 -1.442 3.504
H 4.368 -0.802 4.280
H 5.976 1.341 4.123
H 5.084 2.836 3.789
H 5.952 2.026 2.489
H 4.021 3.425 1.711
H -1.916 2.402 2.525
H -2.245 3.522 1.196
H -2.290 4.102 2.863
H -0.176 5.897 2.728
H 2.377 6.693 2.666
H 3.272 5.911 1.357
H 3.513 5.381 3.020
H 1.677 -0.474 -2.274
H 2.840 -0.044 -3.546
H 1.319 0.846 -3.403
H 4.293 2.402 -3.135
H 5.570 4.212 -1.635
H 5.721 3.693 0.052
H 4.511 4.895 -0.393
C -3.981 -1.932 -3.302
Si -2.179 -2.422 -3.666
C -1.312 -0.817 -4.205
C -2.316 -3.585 -5.192
C -1.291 -3.349 -2.328
Si -2.182 -3.851 -0.792
C -3.449 -5.246 -1.181
C -3.128 -2.450 0.064
C -1.063 -4.608 0.553
Si 0.382 -4.022 -2.627
C 0.282 -5.917 -2.918
C 1.358 -3.297 -4.095
C 1.663 -3.780 -1.217
C 2.384 -4.790 -0.579
C 3.341 -4.461 0.369
C 3.571 -3.123 0.654
C 2.816 -2.174 -0.022
N 1.894 -2.490 -0.923
H -4.527 -1.649 -4.204
H -4.008 -1.070 -2.635
H -4.526 -2.745 -2.820
H -1.757 -0.391 -5.108
H -0.250 -0.978 -4.392
H -1.405 -0.069 -3.415
H -2.767 -3.096 -6.060
H -2.933 -4.449 -4.942
H -1.334 -3.958 -5.485
H -4.209 -4.882 -1.873
H -3.958 -5.592 -0.276
H -2.966 -6.107 -1.645
H -3.442 -1.680 -0.639
H -2.483 -1.990 0.811
H -4.023 -2.813 0.577
H -0.588 -5.531 0.218
H -1.641 -4.834 1.453
H -0.277 -3.906 0.836
H -0.422 -6.122 -3.724
H -0.099 -6.409 -2.021
H 1.239 -6.377 -3.183
H 0.767 -3.285 -5.010
H 2.272 -3.862 -4.291
H 1.645 -2.271 -3.866
H 2.194 -5.827 -0.828
H 3.906 -5.236 0.876
H 4.309 -2.817 1.384
H 2.951 -1.111 0.159
Se -1.882 4.016 -3.255
P -3.524 2.993 -2.350
Se -3.236 1.379 -0.972
C -4.627 2.280 -3.638
C -4.168 2.048 -4.926
C -4.962 1.364 -5.836
C -6.215 0.909 -5.459
C -6.676 1.140 -4.169
C -5.886 1.820 -3.260
C -4.623 4.270 -1.602
C -5.110 4.145 -0.308
C -5.882 5.156 0.250
C -6.173 6.294 -0.485
C -5.688 6.422 -1.780
C -4.913 5.417 -2.334
H -3.181 2.400 -5.201
H -4.593 1.169 -6.835
H -6.834 0.365 -6.162
H -7.650 0.776 -3.865
H -6.222 1.981 -2.243
H -4.874 3.255 0.262
H -6.245 5.051 1.265
H -6.770 7.089 -0.052
H -5.904 7.315 -2.354
H -4.504 5.527 -3.330
O -1.400 -1.227 4.095
O -2.164 -2.132 4.064
*
```

Atom charges from the Mulliken analysis, given in e for atoms 1 to 5: atom 1 (Cs): 0.90, atom 2 (C): -0.46, atom 3 (C): 0.41, atom 4 (C): -1.58, atom 5 (C): 0.85

# 2
Computed, not measured: one molecule with the formula C3H5NO2, with ωB97M-V with the def2-TZVPD basis set.

## Properties
HOMO level (eV): -10.313
LUMO energy (eV): 0.89
Structure (SMILES): C/N=C\OC=O
E_tot (a.u.): -322.52710
ΔE to the lowest compared entry with this formula, charge and spin (kJ/mol): 124.0
Kohn-Sham gap (eV): 11.2

The geometry in ORCA input format:
```
! RIJCOSX wB97M-V def2-TZVPD def2/J DEFGRID3
* xyz 0 1
C 1.232 -0.968 -1.032
N 1.433 0.048 -0.015
C 0.457 0.475 0.640
O -0.831 -0.043 0.492
C -1.871 0.776 0.759
O -1.794 1.934 1.056
H 1.936 -1.785 -0.852
H 1.484 -0.529 -2.003
H 0.215 -1.372 -1.078
H 0.543 1.256 1.390
H -2.803 0.208 0.643
*
```

Atom charges from the natural (NBO) analysis, given in e for atoms 1 to 5: atom 1 (C): -0.46, atom 2 (N): -0.41, atom 3 (C): 0.37, atom 4 (O): -0.53, atom 5 (C): 0.65

# 3
Computed, not measured: one molecule with the formula C5H8BrN at a distorted geometry, with ωB97M-V with the def2-TZVPD basis set.

## Properties
HOMO level (eV): -8.649
LUMO energy (eV): 0.72
Structure (SMILES): C/C=N\C=C/CBr
E_tot (a.u.): -2824.04941
ΔE to the lowest compared entry with this formula, charge and spin (kJ/mol): 0.0
Kohn-Sham gap (eV): 9.4

The geometry in ORCA input format:
```
! RIJCOSX wB97M-V def2-TZVPD def2/J DEFGRID3
* xyz 0 1
C -0.007 1.428 0.903
C -0.086 0.223 1.481
C 0.737 1.696 -0.339
C 0.374 -1.647 0.121
C -0.734 -1.541 -0.868
N 0.591 -0.904 1.109
Br -0.478 1.900 -1.920
H -0.505 2.265 1.366
H -0.595 0.116 2.431
H 1.410 0.886 -0.611
H 1.269 2.645 -0.307
H 1.055 -2.485 -0.002
H -1.353 -0.668 -0.673
H -1.354 -2.436 -0.819
H -0.324 -1.478 -1.874
*
```

Atom charges from the natural (NBO) analysis, given in e for atoms 1 to 5: atom 1 (C): -0.31, atom 2 (C): 0.01, atom 3 (C): -0.42, atom 4 (C): 0.18, atom 5 (C): -0.71

# 4
Computed, not measured: one molecule with the formula C15H18N4O3 at a distorted geometry, with ωB97M-V with the def2-TZVPD basis set.

## Properties
HOMO level (eV): -8.865
LUMO energy (eV): 0.61
Structure (SMILES): N[C@@H](Cc1ccccc1)C(=O)N[C@@H](Cc1c[nH]cn1)C(=O)O
E_tot (a.u.): -1026.98576
ΔE to the lowest compared entry with this formula, charge and spin (kJ/mol): 549.4
Kohn-Sham gap (eV): 9.5

The geometry in ORCA input format:
```
! RIJCOSX wB97M-V def2-TZVPD def2/J DEFGRID3
* xyz 0 1
C 1.804 -0.192 -0.191
C 0.310 0.058 0.376
C 2.717 0.528 0.794
C 4.165 0.029 0.468
C 5.078 0.777 -0.393
C 4.778 -1.257 0.994
C 6.402 0.457 -0.802
C 6.035 -1.664 0.405
C 6.889 -0.765 -0.287
C -1.984 0.644 -0.717
C -2.598 1.726 0.228
C -2.464 -0.813 -0.589
C -4.087 -0.907 -0.218
C -4.745 -0.618 0.911
C -6.198 -1.392 -0.673
H 2.668 0.301 -2.187
H 1.761 1.505 -1.129
H 1.881 -1.221 -0.401
H 2.318 0.408 1.790
H 2.571 1.737 0.538
H 4.405 1.604 -0.933
H 4.159 -1.946 1.614
H 7.188 1.161 -1.209
H 6.434 -2.565 0.642
H 7.933 -1.204 -0.566
H 0.156 0.626 -1.586
H -2.227 0.930 -1.723
H -2.266 -1.606 -1.571
H -1.660 -1.294 0.170
H -4.237 -0.332 1.845
H -7.151 -1.444 -1.162
H -6.934 -0.910 1.426
H -1.237 1.150 1.454
N 1.830 0.550 -1.561
N -0.406 0.496 -0.659
N -5.049 -1.334 -1.246
N -6.102 -1.020 0.704
O -0.005 -0.073 1.547
O -3.563 2.280 -0.316
O -1.967 1.865 1.329
*
```

Atom charges from the natural (NBO) analysis, given in e for atoms 1 to 5: atom 1 (C): -0.13, atom 2 (C): 0.67, atom 3 (C): -0.43, atom 4 (C): -0.02, atom 5 (C): -0.21

# 5
Computed, not measured: a 3-piece molecular cluster, C3H9NO2 overall at a distorted geometry, with ωB97M-V with the def2-TZVPD basis set.

## Properties
HOMO level (eV): -9.418
LUMO energy (eV): 0.63
Structure (SMILES): C=CN=C.O.O
E_tot (a.u.): -324.84405
ΔE to the lowest compared entry with this formula, charge and spin (kJ/mol): 337.6
Kohn-Sham gap (eV): 10.0

The geometry in ORCA input format:
```
! RIJCOSX wB97M-V def2-TZVPD def2/J DEFGRID3
* xyz 0 1
C 0.618 -1.303 0.421
C 0.968 -2.061 -0.620
C 0.832 1.032 -0.005
N 0.319 0.072 0.610
H 0.291 -1.762 1.329
H 1.375 -1.640 -1.496
H 0.940 -3.124 -0.736
H 0.558 2.087 0.290
H 1.653 1.117 -0.838
H -2.015 -2.043 4.765
H -2.398 -3.566 4.464
O -2.709 -2.656 4.749
H 0.494 5.112 -4.468
H -0.916 4.512 -4.105
O -0.012 4.225 -4.361
*
```

Atom charges from the natural (NBO) analysis, given in e for atoms 1 to 5: atom 1 (C): -0.03, atom 2 (C): -0.41, atom 3 (C): -0.01, atom 4 (N): -0.43, atom 5 (H): 0.18

# 6
Computed, not measured: C33H23N4O4P2Se2Ti as an isolated structure, with ωB97M-V with the def2-TZVPD basis set.

## Properties
HOMO level (spin up / spin down) (eV): -3.699 / -5.514
LUMO energy (spin up / spin down) (eV): 2.17 / 2.16
E_tot (a.u.): -8126.60323
ΔE to the lowest compared entry with this formula, charge and spin (kJ/mol): 81.4
Kohn-Sham gap (spin up / spin down) (eV): 5.9 / 7.7

The geometry in ORCA input format:
```
! RIJCOSX wB97M-V def2-TZVPD def2/J DEFGRID3
* xyz -1 3
Ti -2.993 0.885 -0.869
O -1.848 4.789 -1.548
C -2.427 3.737 -1.368
O -2.056 2.549 -1.735
C -3.848 3.736 -0.784
C -4.672 4.830 -0.595
C -6.017 4.595 -0.317
C -6.520 3.296 -0.321
C -5.628 2.259 -0.526
N -4.330 2.506 -0.659
C -5.959 0.804 -0.877
O -7.111 0.411 -0.794
O -4.930 0.170 -1.321
H -4.263 5.826 -0.701
H -6.686 5.431 -0.159
H -7.573 3.076 -0.214
Se 3.226 3.357 0.340
P 2.269 1.508 0.547
C 2.531 0.500 -0.940
C 1.815 0.886 -2.073
C 2.050 0.257 -3.285
C 2.987 -0.762 -3.375
C 3.706 -1.143 -2.250
C 3.487 -0.506 -1.037
C 2.911 0.628 2.006
C 4.280 0.384 2.109
C 4.802 -0.194 3.255
C 3.967 -0.492 4.324
C 2.611 -0.218 4.240
C 2.080 0.332 3.082
C 0.481 1.517 0.746
C -0.572 0.606 0.543
N -1.702 1.292 0.864
N -1.368 2.515 1.239
N -0.070 2.663 1.192
P -0.878 -1.178 0.292
Se -2.941 -1.586 0.581
C -0.463 -1.724 -1.393
C 0.120 -2.970 -1.616
C 0.226 -3.478 -2.902
C -0.274 -2.761 -3.977
C -0.878 -1.532 -3.760
C -0.969 -1.017 -2.479
C 0.232 -2.053 1.430
C 1.568 -2.307 1.132
C 2.366 -2.992 2.032
C 1.835 -3.426 3.238
C 0.507 -3.169 3.546
C -0.295 -2.488 2.643
H 1.080 1.681 -2.005
H 1.492 0.561 -4.161
H 3.159 -1.262 -4.320
H 4.441 -1.936 -2.315
H 4.056 -0.803 -0.165
H 4.937 0.688 1.303
H 5.866 -0.384 3.324
H 4.378 -0.924 5.228
H 1.961 -0.435 5.079
H 1.022 0.548 3.020
H 0.471 -3.561 -0.782
H 0.686 -4.445 -3.062
H -0.207 -3.162 -4.981
H -1.284 -0.966 -4.589
H -1.448 -0.044 -2.368
H 1.981 -1.967 0.194
H 3.407 -3.178 1.799
H 2.463 -3.959 3.942
H 0.092 -3.504 4.487
H -1.340 -2.300 2.862
*
```

Atom charges from the natural (NBO) analysis, given in e for atoms 1 to 5: atom 1 (Ti): 1.21, atom 2 (O): -0.63, atom 3 (C): 0.77, atom 4 (O): -0.82, atom 5 (C): 0.12